Run one
A cluster of 2 separate species, CH7N2S in total, computed with ωB97M-V/def2-TZVPD.

Its HOMO energy (spin up / spin down) is -9.20 / -9.12 eV. For the LUMO energy (spin up / spin down), the calculation gives 0.82 / -2.99 eV. The molar mass comes out at 79.148 u. As for the total charge: 0. The spin multiplicity is 2. As for the expectation value of S²: 0.75.

Cartesian coordinates (Å):
1 S -1.1370 1.7315 -0.2322
2 H -1.9365 1.5392 0.8289
3 N 1.4248 -0.1008 -0.0698
4 C 1.0591 -1.4728 -0.2016
5 N -0.0318 -1.9240 0.7199
6 H 0.5961 0.6253 -0.0315
7 H 2.1053 0.0355 -0.7408
8 H 1.9108 -2.0840 0.0321
9 H 0.6363 -1.8363 -1.2238
10 H -0.8371 -1.9395 0.1569
11 H -0.3891 -1.0331 1.3524

***

Run two
A cluster of 2 separate species, CH7N2S in total, computed with ωB97M-V/def2-TZVPD.

Its HOMO energy (spin up / spin down) is -9.19 / -9.18 eV. For the LUMO energy (spin up / spin down), the calculation gives 0.82 / -2.81 eV. The molar mass comes out at 79.148 u. As for the total charge: 0. The spin multiplicity is 2. As for the expectation value of S²: 0.75.

Cartesian coordinates (Å):
1 S -0.5539 1.5665 1.6170
2 H -0.0563 0.9632 2.7187
3 N 0.6212 -0.4124 -2.2156
4 C -0.1601 -1.2133 -1.2481
5 N 0.3309 -1.4380 0.1029
6 H 1.5540 -0.8239 -2.2195
7 H 0.7102 0.4633 -1.6983
8 H -0.2131 -2.2312 -1.6693
9 H -1.1664 -0.8117 -1.1483
10 H 0.4776 -0.5602 0.6002
11 H 1.2387 -1.8987 0.1500

***

Last place for stability: run one

***

Run one
The ion C2FO4 with charge -1, computed with ωB97M-V/def2-TZVPD.

Its HOMO energy (spin up / spin down) is -4.90 / -4.90 eV. For the LUMO energy (spin up / spin down), the calculation gives 4.17 / 4.17 eV. The molar mass comes out at 107.016 u. As for the total charge: -1.

Cartesian coordinates (Å):
1 C -1.1918 0.0919 -0.0451
2 C 0.4215 -0.3230 0.3253
3 O -1.7301 0.7157 0.8311
4 O -1.4333 -0.2350 -1.2121
5 O 1.5570 0.1037 0.0872
6 O 1.8575 1.3393 -0.1462
7 F 0.5191 -1.6926 0.1599

***

Run two
The ion C2FO4 with charge -1, computed with ωB97M-V/def2-TZVPD.

Its HOMO energy (spin up / spin down) is -4.77 / -4.77 eV. For the LUMO energy (spin up / spin down), the calculation gives 3.92 / 3.92 eV. The molar mass comes out at 107.016 u. As for the total charge: -1.

Cartesian coordinates (Å):
1 C -0.7965 0.6648 0.5934
2 C -0.1515 -0.5868 -0.1996
3 O -1.0793 0.6635 1.7593
4 O -0.7146 1.4951 -0.3362
5 O 1.1313 -0.7556 -0.4612
6 O 2.4485 -0.5585 -0.0276
7 F -0.8378 -0.9226 -1.3280

***

Last place for stability: run two

***

Run one
A cluster of 3 separate species, C4H13NO3 in total, computed with ωB97M-V/def2-TZVPD.

As for the SMILES: CNCCC=O.O.O. Its HOMO energy is -9.61 eV. For the LUMO energy, the calculation gives 0.47 eV. The molar mass comes out at 123.152 u. As for the total charge: 0.

Cartesian coordinates (Å):
1 C 0.2228 -2.3110 0.0580
2 N -0.4598 -1.0966 0.6327
3 C 0.3810 -0.5541 1.7220
4 C 1.2779 0.6818 1.1161
5 C 1.6827 1.6505 2.0611
6 O 2.7554 2.1956 1.8506
7 H 1.0209 -1.9538 -0.7011
8 H -0.4669 -2.9798 -0.4436
9 H 0.7566 -2.8250 0.7749
10 H -1.3671 -1.5599 0.9567
11 H 1.1385 -1.2861 2.1983
12 H -0.1785 -0.1345 2.5580
13 H 2.1094 0.3722 0.3748
14 H 0.5452 1.2709 0.4829
15 H 1.1425 2.1711 2.9293
16 O -3.1126 1.0441 -3.2007
17 H -3.5455 1.1264 -2.3329
18 H -2.1919 0.6668 -3.0891
19 O -1.3764 -0.8979 -2.7651
20 H -1.3557 -1.1219 -1.7720
21 H -1.9064 -1.6086 -3.1869

***

Run two
A cluster of 4 separate species, C4H13NO3 in total, computed with ωB97M-V/def2-TZVPD.

As for the SMILES: C=N/C=C/C.O.O.O. Its HOMO energy is -8.94 eV. For the LUMO energy, the calculation gives 0.81 eV. The molar mass comes out at 123.152 u. As for the total charge: 0.

Cartesian coordinates (Å):
1 C 0.3095 2.0846 -1.4751
2 N -0.0693 1.5332 -0.3977
3 C -0.9379 0.4324 -0.4989
4 C -1.7892 0.1997 0.5117
5 C -2.7249 -0.9673 0.5053
6 H -0.0624 1.7951 -2.4580
7 H 1.1185 2.8080 -1.4804
8 H -0.8773 -0.3067 -1.2898
9 H -1.7354 0.8069 1.4070
10 H -2.5840 -1.6037 -0.3661
11 H -2.5787 -1.5275 1.4358
12 H -3.7845 -0.7028 0.5365
13 O 1.8305 1.3089 1.7253
14 H 1.3717 1.3033 2.5672
15 H 1.1466 1.2555 1.0356
16 O 2.1196 -1.2243 0.7673
17 H 2.9426 -1.6656 0.9972
18 H 2.0822 -0.4385 1.3343
19 O 1.4220 -1.4551 -1.9004
20 H 0.9621 -2.2757 -1.9248
21 H 1.8382 -1.3604 -1.0319

***

Run three
A cluster of 3 separate species, C4H13NO3 in total, computed with ωB97M-V/def2-TZVPD.

As for the SMILES: CC[C@H](N)C=O.O.O. Its HOMO energy is -9.68 eV. For the LUMO energy, the calculation gives 0.40 eV. The molar mass comes out at 123.152 u. As for the total charge: 0.

Cartesian coordinates (Å):
1 C -1.1577 0.4913 0.9163
2 C -0.7540 0.2427 -0.5284
3 C 0.7892 0.3532 -0.6871
4 N 1.2150 1.7483 -0.6299
5 C 1.2653 -0.2385 -2.0121
6 O 0.7820 -1.2343 -2.4882
7 H -0.8074 -0.3031 1.5679
8 H -1.0057 1.4987 1.3052
9 H -2.2481 0.4786 0.9760
10 H -1.0526 -0.7714 -0.7717
11 H -1.1811 0.9762 -1.2148
12 H 1.1359 -0.2589 0.1475
13 H 1.9652 1.9563 0.0102
14 H 0.4326 2.3511 -0.4722
15 H 2.1120 0.3154 -2.4466
16 O -0.9328 -3.6083 -1.8193
17 H -0.6402 -2.6867 -1.8948
18 H -0.0860 -4.0674 -1.8156
19 O -0.2511 1.1585 3.9640
20 H -0.1844 0.2715 4.3353
21 H 0.6039 1.3267 3.5583

***

Run four
A cluster of 3 separate species, C4H13NO3 in total, computed with ωB97M-V/def2-TZVPD.

As for the SMILES: CCN(C)C=O.O.O. Its HOMO energy is -9.13 eV. For the LUMO energy, the calculation gives 0.45 eV. The molar mass comes out at 123.152 u. As for the total charge: 0.

Cartesian coordinates (Å):
1 C 0.8872 -1.5836 1.6036
2 C 0.0001 -1.6361 0.3630
3 N -0.7824 -0.4020 0.2185
4 C -1.6043 -0.2802 -0.9517
5 C -0.9634 0.4693 1.3285
6 O -1.1412 1.6604 1.0871
7 H 1.2152 -0.5738 1.5460
8 H 1.7589 -2.2131 1.4438
9 H 0.3469 -1.7673 2.5680
10 H -0.9385 -2.5335 0.4615
11 H 0.4606 -1.8769 -0.6283
12 H -1.7608 -1.3244 -1.3087
13 H -1.1037 0.3073 -1.7378
14 H -2.5527 0.1507 -0.7268
15 H -1.0880 -0.0808 2.2984
16 O 3.2936 1.2090 -0.7660
17 H 2.5307 0.9023 -1.1827
18 H 3.8984 0.5671 -0.7734
19 O -0.7456 3.2384 -1.9029
20 H -1.5641 2.9607 -1.6911
21 H -0.1466 2.8067 -1.2492

***

Last place for stability: run one

***

Run one
A cluster of 2 separate species, C4H13NO3 in total, computed with ωB97M-V/def2-TZVPD.

As for the SMILES: C[C@H](CO)NCO.O. Its HOMO energy is -9.12 eV. For the LUMO energy, the calculation gives 0.65 eV. The molar mass comes out at 123.152 u. As for the total charge: 0.

Cartesian coordinates (Å):
1 C -0.4397 2.3806 -1.3675
2 C -0.4545 1.3313 -0.2459
3 C 0.7687 1.3684 0.7254
4 O 0.9356 0.0704 1.2469
5 N -0.7363 -0.0335 -0.6695
6 C -1.1110 -1.2495 0.0761
7 O -1.8335 -1.0010 1.3294
8 H -1.2070 1.9548 -2.0371
9 H -0.6121 3.3379 -0.8849
10 H 0.4632 2.4615 -1.9549
11 H -1.1807 1.7311 0.4842
12 H 0.5473 1.8066 1.7016
13 H 1.7620 1.8378 0.5566
14 H 1.2781 -0.5399 0.5930
15 H -1.5777 0.0776 -1.2588
16 H -1.7968 -1.8420 -0.5559
17 H -0.2471 -1.7287 0.5793
18 H -1.0874 -0.5500 1.8125
19 O 2.4041 -2.3685 -0.8718
20 H 1.6372 -2.8385 -1.2207
21 H 2.7282 -1.9632 -1.6900

***

Run two
A cluster of 4 separate species, C4H13NO3 in total, computed with ωB97M-V/def2-TZVPD.

Its HOMO energy is -9.00 eV. For the LUMO energy, the calculation gives -2.52 eV. The molar mass comes out at 123.152 u. As for the total charge: 0.

Cartesian coordinates (Å):
1 C 0.9783 1.6656 0.8034
2 N -0.4035 1.2230 0.3582
3 C -1.3567 1.6472 1.3962
4 C -0.5889 -0.2107 0.0448
5 C 0.3083 -1.2390 0.3421
6 O 0.0222 -2.4986 0.1513
7 H 1.4994 0.6938 0.8890
8 H 1.5859 2.3168 0.1141
9 H 1.0722 2.1628 1.7856
10 H -1.2482 2.6578 1.6431
11 H -1.4448 1.0613 2.4299
12 H -2.3261 1.4004 1.1615
13 H -1.4577 -0.4213 -0.5882
14 H 0.6240 -0.4852 2.1619
15 H 1.3555 -1.0114 0.5565
16 H -0.0502 -2.4845 -1.4128
17 H -0.6599 -3.1469 -2.7507
18 O 0.0126 -2.5573 -2.4103
19 H 0.1488 0.1786 -1.8636
20 H 0.9707 -0.9782 -2.4508
21 O 0.9582 0.0256 -2.3613

***

Last place for stability: run two

***

Run one
A cluster of 2 separate species, C3H4BrNS in total, computed with ωB97M-V/def2-TZVPD.

Its HOMO energy is -8.15 eV. For the LUMO energy, the calculation gives 0.15 eV. The molar mass comes out at 166.043 u. As for the total charge: 0.

Cartesian coordinates (Å):
1 C 0.5873 1.2172 -0.2495
2 C -1.6828 0.4014 -0.6065
3 C 1.1147 -1.3555 0.5716
4 N -0.6024 1.0152 -0.4351
5 S -0.4062 -1.8404 0.7114
6 Br 2.3350 -0.8122 1.9957
7 H 1.3379 1.8585 -0.0302
8 H -2.4397 0.8478 0.1201
9 H -1.9128 0.1273 -1.6866
10 H 1.6691 -1.4594 -0.3909

***

Run two
The molecule C3H4BrNS, computed with ωB97M-V/def2-TZVPD.

Its HOMO energy (spin up / spin down) is -7.84 / -8.09 eV. For the LUMO energy (spin up / spin down), the calculation gives -0.63 / -0.80 eV. The molar mass comes out at 166.043 u. As for the total charge: 0.

Cartesian coordinates (Å):
1 C -1.3021 0.4788 0.2828
2 C 0.0659 0.4891 -1.6012
3 C 0.8443 -1.0487 1.3082
4 N -0.9304 0.8522 -0.9081
5 S -0.8992 -0.8137 1.3292
6 Br 2.1416 0.2376 1.4544
7 H -2.0192 1.2132 0.7108
8 H 0.9288 -0.0912 -1.2555
9 H 0.0449 0.7454 -2.5875
10 H 1.1254 -2.0627 1.2668

***

Last place for stability: run one

***

Run one
A cluster of 7 separate species, C14H42O7 in total, computed with ωB97M-V/def2-TZVPD.

As for the SMILES: CCO.CCO.CCO.CCO.CCO.CCO.CCO. Its HOMO energy is -9.61 eV. For the LUMO energy, the calculation gives 0.57 eV. The molar mass comes out at 322.483 u. As for the total charge: 0.

Cartesian coordinates (Å):
1 C 4.5950 -1.7949 0.9413
2 C 3.9798 -2.4032 -0.3614
3 O 3.3067 -1.4329 -1.1529
4 H 5.3079 -1.0080 0.7059
5 H 5.0086 -2.6297 1.5073
6 H 3.7567 -1.3857 1.5064
7 H 3.2712 -3.1838 -0.0688
8 H 4.6799 -2.8474 -1.0686
9 H 2.5618 -1.0975 -0.6372
10 C 0.8350 1.7306 3.9729
11 C 0.6985 2.8195 2.9146
12 O 1.0974 2.3103 1.6683
13 H 1.8301 1.2862 3.9488
14 H 0.1392 0.8985 3.8329
15 H 0.6002 2.0554 4.9866
16 H 1.3835 3.6058 3.2435
17 H -0.3136 3.2224 2.8426
18 H 1.1942 2.9998 1.0054
19 C -1.0680 -3.3520 5.0531
20 C -1.5873 -1.9362 5.1342
21 O -1.8909 -1.4798 3.8390
22 H -0.1152 -3.4372 4.5270
23 H -1.7826 -4.0284 4.5856
24 H -0.8323 -3.6985 6.0632
25 H -0.7721 -1.3161 5.5227
26 H -2.5165 -1.7843 5.6820
27 H -1.0782 -1.6176 3.3413
28 C -1.0977 -1.4831 -5.3656
29 C -1.4469 -0.2860 -6.2110
30 O -1.5633 -0.7064 -7.5573
31 H -0.0918 -1.8953 -5.4535
32 H -1.7109 -2.3659 -5.5529
33 H -1.2407 -1.1495 -4.3351
34 H -0.6555 0.4602 -6.0970
35 H -2.3822 0.1690 -5.8747
36 H -1.3937 0.0582 -8.1145
37 C -0.3154 -1.4873 -1.2299
38 C -0.2329 -0.6948 0.0815
39 O 1.0055 0.0489 0.1379
40 H 0.5835 -2.1059 -1.2589
41 H -0.2754 -0.7266 -2.0098
42 H -1.1704 -2.1499 -1.3465
43 H -0.3631 -1.4332 0.8759
44 H -0.9884 0.0912 0.1090
45 H 0.9234 0.8267 0.7107
46 C 2.0922 1.4787 -3.1617
47 C 2.6128 2.6388 -3.9790
48 O 2.2664 3.8346 -3.3039
49 H 2.5472 1.3245 -2.1830
50 H 2.2086 0.5281 -3.6860
51 H 1.0287 1.6659 -3.0095
52 H 2.1530 2.4872 -4.9626
53 H 3.6666 2.6345 -4.2692
54 H 1.7863 4.3941 -3.9196
55 C -3.5414 1.1159 1.7826
56 C -4.8624 1.6580 2.3120
57 O -5.4198 2.5032 1.3419
58 H -2.8405 1.8990 1.4980
59 H -3.8386 0.5756 0.8813
60 H -3.1196 0.3935 2.4814
61 H -4.7076 2.0769 3.3128
62 H -5.5506 0.8346 2.5276
63 H -6.3545 2.2918 1.2927

***

Run two
A cluster of 7 separate species, C14H42O7 in total, computed with ωB97M-V/def2-TZVPD.

As for the SMILES: CCO.CCO.CCO.CCO.CCO.CCO.CCO. Its HOMO energy is -9.76 eV. For the LUMO energy, the calculation gives 0.09 eV. The molar mass comes out at 322.483 u. As for the total charge: 0.

Cartesian coordinates (Å):
1 C -0.4013 4.1043 2.1833
2 C 1.0643 4.3039 1.8850
3 O 1.5169 3.1955 1.0839
4 H -0.9460 3.9212 1.2584
5 H -0.8230 5.0042 2.6342
6 H -0.5573 3.2883 2.8880
7 H 1.6626 4.3582 2.7996
8 H 1.2296 5.2377 1.3363
9 H 2.4328 3.3522 0.8398
10 C -4.6259 -1.2071 -0.9682
11 C -6.0021 -1.8452 -0.9418
12 O -6.1827 -2.7037 0.1857
13 H -4.4196 -0.7624 0.0058
14 H -4.5520 -0.4129 -1.7120
15 H -3.8792 -1.9685 -1.1994
16 H -6.1690 -2.4033 -1.8702
17 H -6.7884 -1.0982 -0.8514
18 H -5.7050 -3.5244 0.0382
19 C -1.6389 2.1895 -1.2737
20 C -1.3502 1.2468 -2.4191
21 O -2.6015 0.8318 -2.9695
22 H -0.7172 2.4352 -0.7446
23 H -2.3117 1.7134 -0.5573
24 H -2.1117 3.1026 -1.6344
25 H -0.7846 0.3726 -2.0654
26 H -0.7275 1.7328 -3.1817
27 H -2.4311 0.2688 -3.7306
28 C 1.0321 -3.1835 3.4444
29 C 1.3855 -1.8082 3.9732
30 O 0.2476 -0.9686 4.1124
31 H 0.8530 -3.1664 2.3674
32 H 0.1250 -3.5271 3.9402
33 H 1.8393 -3.8925 3.6430
34 H 2.1201 -1.3179 3.3205
35 H 1.8388 -1.8924 4.9622
36 H 0.1228 -0.5038 3.2773
37 C 4.3660 -0.7443 -0.2452
38 C 4.2285 0.6898 0.1741
39 O 5.0929 1.5037 -0.6055
40 H 5.3726 -1.1306 -0.0703
41 H 4.1335 -0.9119 -1.2962
42 H 3.6827 -1.3646 0.3419
43 H 4.4646 0.7859 1.2424
44 H 3.1745 0.9873 0.0655
45 H 4.9388 2.4267 -0.3910
46 C -0.6856 -0.9759 0.5345
47 C 0.4501 -0.0120 0.7468
48 O 0.1884 0.8090 1.8769
49 H -0.3981 -1.7274 -0.2055
50 H -1.5959 -0.4709 0.2198
51 H -0.8811 -1.5250 1.4605
52 H 0.5889 0.6043 -0.1518
53 H 1.3889 -0.5759 0.8624
54 H 0.6063 1.6694 1.7265
55 C 1.6020 -0.7861 -3.2738
56 C 0.6113 -1.9284 -3.1931
57 O 0.7715 -2.7444 -4.3559
58 H 1.3884 -0.0273 -2.5160
59 H 1.5552 -0.2983 -4.2475
60 H 2.6144 -1.1440 -3.0939
61 H -0.4182 -1.5527 -3.1211
62 H 0.7983 -2.5068 -2.2773
63 H 0.2166 -3.5223 -4.2669

***

Last place for stability: run one